Density functional theory data (ωB97M-V/def2-TZVPD) for 2 unconnected molecules or ions with the total composition C3H6N3O2S in a non-equilibrium geometry.

Calculated values
**E_HOMO (spin up / spin down)**: -0.136 / -0.136 Eh
**HOMO-LUMO gap (spin up / spin down)**: 6.83 / 6.83 eV
**E**: -22603.0840 eV
**Largest force on an atom**: 4.5 eV/A
**Net charge**: -1
**Energy above the lowest of the compared OMol25 structures with the same formula, charge and spin**: 126.83 kcal/mol

```
15
Properties=species:S:1:pos:R:3:forces:R:3
C 1.300374 -1.432999 0.671763 2.567 1.728 3.212
C -0.469038 -0.675285 -0.802714 -2.169 -0.783 0.427
C 0.500360 0.753787 0.965393 -0.879 2.033 0.476
N 1.581655 -2.545561 0.233959 0.876 -4.136 -0.338
N 0.469888 -0.517773 0.303644 -1.950 1.204 -1.472
N 1.677223 -3.150330 -0.962285 -0.982 -0.754 0.722
O 2.000312 -2.471790 -1.918004 0.323 0.383 -1.003
O 1.518135 -4.394033 -1.011227 0.189 1.655 0.194
S 2.680207 -0.734214 2.808772 -1.384 -0.904 -2.187
H -1.367207 -1.447775 -0.649392 1.974 1.601 0.169
H -0.876092 0.317359 -0.967481 -0.473 -0.029 0.112
H -0.043791 -0.922684 -1.746423 0.926 -0.568 -0.540
H 0.518186 1.676755 0.266474 0.919 -1.658 0.527
H -0.460315 1.041135 1.493106 0.758 -1.042 -0.038
H 1.357066 0.579269 1.668513 -0.694 1.270 -0.260
```
Positions in Å, forces in eV/Å.

Density functional theory data (ωB97M-V/def2-TZVPD) for C3H6N3P in the gas phase in a non-equilibrium geometry.

Calculated values
**E_HOMO**: -0.306 Eh
**SMILES**: NPc1ccn[nH]1
**HOMO-LUMO gap**: 8.91 eV
**E**: -16965.1337 eV
**Largest force on an atom**: 8.0 eV/A
**Energy above the lowest of the compared OMol25 structures with the same formula, charge and spin**: 51.30 kcal/mol

```
13
Properties=species:S:1:pos:R:3:forces:R:3
N -0.891746 0.006732 -2.258007 -0.985 -0.214 -1.007
P -0.525525 1.241010 -1.094524 1.130 0.764 -1.590
C 0.170457 0.168531 0.071187 4.225 3.643 5.711
C 1.113187 0.682635 1.358355 -3.732 -1.820 -4.090
C 1.102312 -0.492901 2.089662 -1.019 1.016 -3.093
N 0.475363 -1.524510 1.489719 -0.064 -1.031 0.728
N -0.087571 -1.068116 0.372599 1.007 0.538 0.228
H -1.844671 0.111838 -2.611831 0.238 -0.205 0.194
H -0.307895 -0.003258 -3.094024 0.075 0.232 0.422
H -1.754572 1.299788 -0.511353 -1.323 -0.011 0.311
H 1.428192 1.704212 1.599479 -0.084 -0.699 -0.313
H 1.605178 -0.541967 2.978698 0.923 -0.954 2.192
H -0.482708 -1.583994 -0.389961 -0.394 -1.260 0.307
```
Positions in Å, forces in eV/Å.

Density functional theory data (ωB97M-V/def2-TZVPD) for 2 unconnected molecules or ions with the total composition C3H6N4 in a non-equilibrium geometry.

Calculated values
**E_HOMO**: -0.341 Eh
**HOMO-LUMO gap**: 10.24 eV
**E**: -9164.8398 eV
**Largest force on an atom**: 4.1 eV/A
**Energy above the lowest of the compared OMol25 structures with the same formula, charge and spin**: 92.62 kcal/mol

```
13
Properties=species:S:1:pos:R:3:forces:R:3
C -1.667342 0.094295 -0.967278 0.105 0.613 -0.217
C -2.749443 0.207675 -0.088205 1.478 0.448 2.351
C 2.769618 0.000034 -0.011228 0.353 0.080 -3.444
N -0.150096 0.214022 1.744830 0.963 -0.030 -1.597
N -0.637864 0.182180 -1.425352 1.141 -0.047 -2.607
N 0.587128 0.101102 0.869682 -1.222 0.147 3.957
N 1.301586 -0.043978 -0.051110 2.390 -1.095 -1.624
H -3.482444 -0.414921 -0.393316 -2.694 -2.093 -0.637
H -2.251475 -0.180855 0.854614 -1.421 0.936 -0.492
H -3.115891 1.222386 -0.109682 0.003 0.290 0.589
H 3.135193 0.408562 0.873547 0.643 0.746 1.586
H 3.370651 -0.939237 -0.274828 -1.601 0.757 0.628
H 3.022365 0.681355 -0.903304 -0.138 -0.752 1.505
```
Positions in Å, forces in eV/Å.

Density functional theory data (ωB97M-V/def2-TZVPD) for C3H6N4 in the gas phase in a non-equilibrium geometry.

Calculated values
**E_HOMO**: -0.317 Eh
**SMILES**: C[C@H]1[C@@H]2N=NNN12
**HOMO-LUMO gap**: 9.75 eV
**E**: -9164.2271 eV
**Largest force on an atom**: 4.3 eV/A
**Energy above the lowest of the compared OMol25 structures with the same formula, charge and spin**: 106.75 kcal/mol

```
13
Properties=species:S:1:pos:R:3:forces:R:3
C -1.621150 -0.008397 0.955846 0.132 -0.960 -2.865
C -0.523023 -0.210538 -0.060174 -0.390 3.341 1.034
C 0.409704 0.967334 -0.414829 -2.010 -1.263 -2.398
N 1.108547 0.707230 -1.668771 0.640 1.614 -0.556
N 1.918564 -0.208821 -1.509284 -0.686 -0.899 -0.182
N 1.756209 -0.774489 -0.332613 -1.538 2.367 1.442
N 0.767072 0.033548 0.555774 3.124 -2.885 0.060
H -1.192146 0.520766 1.707767 0.982 1.069 2.786
H -1.986791 -0.962344 1.153729 -0.330 -1.789 1.382
H -2.508119 0.486301 0.682546 -0.887 1.132 -1.097
H -0.533981 -0.992491 -0.741332 -0.262 -1.230 -1.181
H 0.156768 1.989750 -0.305689 -0.022 0.749 0.731
H 2.248346 -1.547848 -0.022969 1.247 -1.245 0.844
```
Positions in Å, forces in eV/Å.

Copy entry 3 word for word.
Density functional theory data (ωB97M-V/def2-TZVPD) for 2 unconnected molecules or ions with the total composition C3H6N4 in a non-equilibrium geometry.

Calculated values
**E_HOMO**: -0.341 Eh
**HOMO-LUMO gap**: 10.24 eV
**E**: -9164.8398 eV
**Largest force on an atom**: 4.1 eV/A
**Energy above the lowest of the compared OMol25 structures with the same formula, charge and spin**: 92.62 kcal/mol

```
13
Properties=species:S:1:pos:R:3:forces:R:3
C -1.667342 0.094295 -0.967278 0.105 0.613 -0.217
C -2.749443 0.207675 -0.088205 1.478 0.448 2.351
C 2.769618 0.000034 -0.011228 0.353 0.080 -3.444
N -0.150096 0.214022 1.744830 0.963 -0.030 -1.597
N -0.637864 0.182180 -1.425352 1.141 -0.047 -2.607
N 0.587128 0.101102 0.869682 -1.222 0.147 3.957
N 1.301586 -0.043978 -0.051110 2.390 -1.095 -1.624
H -3.482444 -0.414921 -0.393316 -2.694 -2.093 -0.637
H -2.251475 -0.180855 0.854614 -1.421 0.936 -0.492
H -3.115891 1.222386 -0.109682 0.003 0.290 0.589
H 3.135193 0.408562 0.873547 0.643 0.746 1.586
H 3.370651 -0.939237 -0.274828 -1.601 0.757 0.628
H 3.022365 0.681355 -0.903304 -0.138 -0.752 1.505
```
Positions in Å, forces in eV/Å.

Q: energy above the lowest of the compared OMol25 structures with the same formula, charge and spin of number 4 (C3H6N4)?
A: 106.75 kcal/mol

Q: Which value of largest force on an atom does entry 3 give?
A: 4.1 eV/A

Q: What is the largest force on an atom in the first record?
A: 4.5 eV/A